Run one
The following is a quantum chemistry calculation of 10 unconnected molecules or ions with the total composition C34H96N12O10, from the OMol25 dataset.

Values from the calculation:
Frontier orbital gap, eV: 8.974
LUMO energy, eV: 0.2780

Each line ends with the Löwdin charge.
Geometry (Å):
C  8.76019  2.19409  0.51593  -0.07
C  7.71655  1.67208  1.50049  -0.41
C  6.29839  2.08691  1.04009  -0.19
O  6.01812  1.46842  -0.22169  -0.22
C  4.98845  2.06201  -1.02848  -0.09
N  7.87065  0.21501  1.53777  0.05
H  8.51137  1.84465  -0.47193  0.07
H  9.70835  1.77853  0.78052  0.07
H  8.79167  3.27353  0.54013  0.07
H  7.90390  2.15616  2.46128  0.14
H  6.29817  3.15540  0.89947  0.12
H  5.62449  1.72114  1.78555  0.10
H  4.91257  1.36630  -1.86910  0.07
H  5.23501  3.02511  -1.50944  0.09
H  4.05722  2.28895  -0.51864  0.06
H  7.56191  -0.16588  0.66038  0.07
H  7.32028  -0.21906  2.25991  0.06
C  -0.24194  -4.37395  2.22869  -0.05
C  0.72052  -5.53389  2.44122  -0.42
C  0.56954  -6.67655  1.40478  -0.17
O  -0.73558  -7.23712  1.38410  -0.21
C  -1.21994  -7.93427  2.49121  -0.12
N  2.08753  -5.00638  2.35178  0.03
H  -1.23386  -4.76401  2.06004  0.07
H  0.04379  -3.77334  1.35759  0.07
H  -0.24438  -3.70443  3.09000  0.08
H  0.54397  -5.97534  3.44535  0.13
H  1.33870  -7.44879  1.56963  0.13
H  0.68174  -6.24939  0.41721  0.11
H  -0.95209  -7.54212  3.45060  0.07
H  -0.98845  -9.01377  2.46004  0.09
H  -2.30978  -7.87202  2.47126  0.09
H  2.23374  -4.24666  3.01032  0.07
H  2.84184  -5.62782  2.62089  0.08
C  3.98598  0.40111  -4.33146  -0.05
C  3.05571  0.09404  -5.54762  -0.42
C  1.59845  0.17320  -5.12138  -0.19
O  1.25524  -0.80922  -4.10460  -0.23
C  0.99168  -2.10914  -4.70279  -0.06
N  3.28595  1.15725  -6.52276  0.03
H  3.77854  1.36752  -3.86982  0.06
H  5.02435  0.48178  -4.63535  0.08
H  3.84589  -0.34763  -3.56517  0.07
H  3.29733  -0.85694  -6.04313  0.14
H  0.96993  -0.01706  -5.99343  0.12
H  1.52388  1.13396  -4.63002  0.10
H  1.95959  -2.53604  -5.00654  0.08
H  0.45405  -1.93054  -5.64005  0.09
H  0.51871  -2.77971  -3.98665  0.07
H  2.92418  2.05566  -6.23319  0.07
H  2.81753  0.94652  -7.39645  0.07
C  -0.70755  -5.60625  -2.25340  -0.06
C  -1.89288  -4.89531  -1.62708  -0.43
C  -2.74153  -4.06667  -2.57435  -0.22
O  -1.92224  -2.99010  -2.94935  -0.21
C  -2.58771  -2.08631  -3.79703  -0.12
N  -2.79576  -5.99804  -1.23517  0.03
H  -0.34596  -6.34114  -1.52204  0.06
H  0.06596  -4.87691  -2.47663  0.07
H  -0.88986  -6.16490  -3.18423  0.09
H  -1.46688  -4.34684  -0.77803  0.13
H  -3.65274  -3.75471  -2.03367  0.12
H  -3.09811  -4.64568  -3.47132  0.14
H  -1.89419  -1.30090  -4.07265  0.06
H  -3.40044  -1.56266  -3.28834  0.09
H  -2.90313  -2.58179  -4.72652  0.10
H  -2.28186  -6.57616  -0.57578  0.05
H  -3.58374  -5.65074  -0.69148  0.07
C  0.42108  0.90912  8.22321  -0.11
C  0.25854  0.65797  6.76316  -0.40
C  1.22601  -0.51611  6.29799  -0.18
O  1.03495  -0.87808  4.94415  -0.20
C  1.62812  -0.11466  3.96929  -0.13
N  -1.25604  0.47079  6.54027  0.04
H  -0.31378  1.60681  8.66054  0.09
H  1.40941  1.36975  8.27967  0.08
H  0.38992  0.00781  8.82461  0.08
H  0.58165  1.59388  6.27295  0.13
H  1.09647  -1.43588  6.88086  0.13
H  2.24412  -0.11530  6.46631  0.12
H  2.66959  0.08410  4.26474  0.10
H  1.19478  0.86652  3.74455  0.08
H  1.54959  -0.71281  3.05161  0.08
H  -1.38440  0.01351  5.65149  0.04
H  -1.64772  -0.06783  7.29975  0.05
C  -3.13973  4.48493  -3.02113  -0.08
C  -2.47184  5.22676  -4.13418  -0.45
C  -1.06923  4.67517  -4.43850  -0.22
O  -0.30593  4.93478  -3.27518  -0.18
C  1.00223  4.42697  -3.33444  -0.11
N  -3.22777  4.87479  -5.33166  0.03
H  -2.66680  4.54607  -2.03537  0.08
H  -3.12872  3.44042  -3.31317  0.08
H  -4.14133  4.87838  -2.89254  0.08
H  -2.37940  6.28751  -3.86208  0.14
H  -0.71230  5.11525  -5.38175  0.12
H  -1.18329  3.60417  -4.67063  0.12
H  1.54548  5.03838  -4.05440  0.09
H  1.08751  3.35969  -3.48847  0.07
H  1.50292  4.61902  -2.38192  0.09
H  -2.98309  5.34039  -6.19005  0.07
H  -4.22474  4.88144  -5.19947  0.07
C  -9.64517  2.53208  2.28216  -0.05
C  -8.46263  3.43234  1.76216  -0.45
C  -7.16734  2.61551  1.59032  -0.23
O  -6.23183  3.53498  1.08956  -0.17
C  -5.08419  2.84020  0.80766  -0.15
N  -8.89479  4.23292  0.68586  0.04
H  -10.60160  3.04611  2.48894  0.08
H  -9.21069  1.98801  3.14190  0.07
H  -9.84349  1.70021  1.59237  0.07
H  -8.09770  4.14367  2.51755  0.14
H  -7.35188  1.84709  0.83719  0.12
H  -6.95455  2.13747  2.53260  0.12
H  -5.22490  1.87429  0.26821  0.09
H  -4.53201  2.58384  1.72897  0.10
H  -4.43897  3.45993  0.19263  0.08
H  -8.24679  4.97245  0.48829  0.07
H  -9.15709  3.73900  -0.15056  0.08
C  -1.17663  0.12358  -2.04497  -0.07
C  -0.54515  0.46607  -0.73138  -0.41
C  -1.16170  -0.37781  0.45100  -0.16
O  -2.56552  -0.05356  0.40426  -0.22
C  -3.41347  -0.92919  1.19453  -0.08
N  0.89200  0.17469  -0.81591  0.06
H  -0.99450  -0.93539  -2.24215  0.07
H  -0.89504  0.78649  -2.83931  0.07
H  -2.26062  0.26168  -1.98435  0.08
H  -0.68089  1.53375  -0.49736  0.12
H  -0.62666  -0.08187  1.37351  0.12
H  -1.07133  -1.42709  0.20947  0.11
H  -4.43955  -0.53098  1.14624  0.08
H  -3.11003  -1.08848  2.22371  0.08
H  -3.49129  -1.91260  0.73307  0.07
H  1.40971  1.04260  -0.65182  0.06
H  1.13478  -0.05220  -1.76484  0.04
C  3.86852  -1.72881  1.37122  -0.78
O  4.35782  -2.47773  2.21847  -0.02
N  4.42817  -0.60785  1.10384  0.21
N  2.73268  -2.15981  0.85222  0.18
H  5.41800  -0.61408  1.33276  0.09
H  4.13528  -0.01092  0.35282  0.09
H  2.07572  -1.62705  0.27838  0.07
H  2.46480  -3.07551  1.17266  0.06
C  1.67982  3.59077  1.86850  -0.76
O  2.24394  2.83035  1.09281  -0.01
N  0.37896  3.66924  1.79941  0.19
N  2.46286  4.38571  2.56426  0.18
H  0.03605  3.08838  1.04324  0.11
H  -0.19420  4.31591  2.30243  0.11
H  2.13601  5.07419  3.20821  0.10
H  3.40986  4.27056  2.25960  0.11


Run two
The following is a quantum chemistry calculation of 10 unconnected molecules or ions with the total composition C34H96N12O10, from the OMol25 dataset.

Values from the calculation:
Frontier orbital gap, eV: 8.629
LUMO energy, eV: 0.1198

Each line ends with the Löwdin charge.
Geometry (Å):
C  3.22497  0.06676  -3.26919  -0.84
O  2.06909  -0.25335  -3.43262  0.01
N  3.54318  1.24172  -2.85588  0.20
N  4.17765  -0.71763  -3.47197  0.21
H  2.79011  1.88703  -2.66464  0.06
H  4.52588  1.41405  -2.69874  0.11
H  4.02318  -1.60063  -3.93732  0.13
H  5.04981  -0.30833  -3.16880  0.13
C  0.53508  1.09427  0.28033  -0.79
O  1.18669  2.04292  0.63488  0.02
N  0.69734  0.50911  -0.82705  0.21
N  -0.47138  0.56353  0.94659  0.19
H  0.25673  -0.39864  -0.87106  0.07
H  1.45088  0.79256  -1.43691  0.08
H  -0.90482  -0.30340  0.66258  0.06
H  -0.41623  0.89924  1.89756  0.08
C  -3.73204  -1.09316  0.04383  -0.05
C  -2.74222  -2.16386  -0.36889  -0.43
C  -3.32346  -3.29865  -1.22567  -0.13
O  -4.37568  -4.09374  -0.50324  -0.21
C  -4.73165  -5.32483  -1.15411  -0.11
N  -1.57474  -1.54479  -0.98268  0.05
H  -3.22760  -0.27067  0.55092  0.06
H  -4.43961  -1.56159  0.72795  0.08
H  -4.40787  -0.60209  -0.65631  0.09
H  -2.39376  -2.54356  0.59158  0.11
H  -2.52302  -3.99003  -1.48909  0.11
H  -3.73727  -2.80414  -2.10448  0.13
H  -5.70792  -5.67365  -0.81746  0.09
H  -3.94183  -6.06434  -1.02220  0.07
H  -4.82939  -5.15776  -2.22680  0.08
H  -1.06388  -2.26642  -1.47091  0.05
H  -1.85701  -1.01184  -1.79285  0.09
C  -3.20397  2.68671  2.79266  -0.06
C  -4.74755  2.42334  2.95153  -0.41
C  -5.28392  2.96713  4.26530  -0.24
O  -5.06200  4.34292  4.41248  -0.17
C  -5.86330  4.79564  5.51824  -0.10
N  -5.34270  3.08200  1.81727  0.03
H  -2.87278  2.28492  1.83506  0.06
H  -2.68565  2.15056  3.58763  0.06
H  -2.91133  3.73632  2.82050  0.07
H  -4.96223  1.35543  2.91158  0.13
H  -4.79385  2.52147  5.13094  0.12
H  -6.31606  2.61873  4.30293  0.12
H  -5.81381  4.13800  6.38610  0.08
H  -6.88881  5.03259  5.23492  0.09
H  -5.48456  5.73923  5.91106  0.08
H  -4.85283  2.86357  0.96147  0.07
H  -5.26411  4.06736  2.02464  0.07
C  0.23654  2.93698  -5.55101  -0.06
C  -0.72618  1.83174  -5.36021  -0.46
C  -0.38318  0.62404  -6.23197  -0.20
O  -0.79681  1.00390  -7.55438  -0.17
C  -0.89935  -0.19938  -8.28597  -0.14
N  -0.82120  1.51651  -3.94210  0.06
H  0.44473  3.05355  -6.61457  0.09
H  1.13157  2.68765  -4.98104  0.07
H  -0.13651  3.84901  -5.08501  0.07
H  -1.73549  2.08601  -5.68386  0.14
H  -1.06502  -0.12717  -5.83337  0.11
H  0.61306  0.18514  -6.28640  0.13
H  -1.03839  -0.00747  -9.34990  0.08
H  -1.70779  -0.86647  -7.98678  0.09
H  0.07179  -0.68355  -8.38877  0.08
H  0.09399  1.21722  -3.63720  0.03
H  -1.33427  0.64657  -3.93481  0.05
C  -0.27825  0.44496  5.44175  -0.03
C  0.79750  -0.55120  4.84883  -0.38
C  0.49375  -2.08181  4.98001  -0.20
O  0.27313  -2.40439  6.34725  -0.17
C  0.41859  -3.77385  6.59942  -0.12
N  1.01754  -0.12545  3.47076  0.04
H  -1.17321  0.43841  4.81958  0.06
H  0.19000  1.42340  5.33450  0.04
H  -0.61516  0.21430  6.45238  0.07
H  1.75094  -0.42670  5.36222  0.12
H  1.29358  -2.62009  4.47145  0.11
H  -0.34519  -2.34116  4.33425  0.10
H  1.44885  -4.12775  6.56199  0.09
H  -0.13051  -4.32269  5.83434  0.07
H  0.06767  -4.08391  7.58371  0.09
H  1.35473  0.80251  3.25797  0.03
H  1.60644  -0.74653  2.93452  0.07
C  -0.16964  3.82477  3.71827  -0.09
C  1.14234  4.35337  3.37994  -0.44
C  2.28758  3.35106  3.73481  -0.18
O  3.54366  4.07884  3.70354  -0.18
C  4.60828  3.29206  4.22522  -0.12
N  1.27017  4.81912  1.99876  0.06
H  -0.88481  4.50180  3.25109  0.08
H  -0.30146  3.78179  4.79942  0.09
H  -0.33754  2.82486  3.31818  0.06
H  1.21623  5.25984  3.98074  0.14
H  2.33306  2.47659  3.08570  0.10
H  2.00390  2.89884  4.68513  0.11
H  4.94077  2.48802  3.56865  0.08
H  4.27973  2.71512  5.08969  0.08
H  5.44724  3.91151  4.54228  0.09
H  2.23305  5.08950  1.85781  0.06
H  1.18351  4.04538  1.35539  0.03
C  1.24376  -5.41938  1.41751  -0.03
C  -0.06477  -4.62711  1.48635  -0.40
C  -1.05485  -4.86802  2.66519  -0.18
O  -1.79112  -6.08640  2.57676  -0.19
C  -2.73004  -6.23773  1.46272  -0.08
N  0.28274  -3.19959  1.70201  0.04
H  1.91129  -5.21229  0.58108  0.04
H  0.84991  -6.43510  1.45358  0.08
H  1.79594  -5.25604  2.34299  0.08
H  -0.63923  -4.65101  0.56032  0.11
H  -1.74721  -4.04275  2.83153  0.12
H  -0.48971  -4.97492  3.59109  0.11
H  -2.27414  -6.31152  0.47539  0.07
H  -3.47507  -5.44354  1.51052  0.08
H  -3.32190  -7.14824  1.55639  0.08
H  1.06415  -2.99055  1.09719  0.05
H  -0.47547  -2.56293  1.50228  0.04
C  3.67514  -3.67948  -1.22116  -0.04
C  2.53191  -3.53759  -2.18106  -0.45
C  1.82902  -4.83758  -2.66709  -0.21
O  2.69588  -5.42464  -3.56500  -0.20
C  2.25002  -6.47398  -4.46648  -0.06
N  1.56181  -2.61279  -1.67176  0.05
H  3.39062  -4.23318  -0.32641  0.06
H  4.19696  -2.76083  -0.95307  0.08
H  4.45723  -4.26495  -1.70455  0.08
H  2.81486  -3.06953  -3.12390  0.11
H  0.93820  -4.57488  -3.23764  0.12
H  1.48290  -5.46075  -1.84249  0.12
H  1.83557  -7.33935  -3.94931  0.09
H  3.15347  -6.75076  -5.00985  0.09
H  1.54865  -6.05084  -5.18559  0.08
H  1.98932  -1.70488  -1.78592  0.04
H  0.82637  -2.64727  -2.36316  0.06
C  3.62947  4.41302  -1.56004  -0.04
C  2.26848  4.63289  -2.25599  -0.39
C  2.32995  5.24260  -3.68724  -0.18
O  2.89849  6.54231  -3.71288  -0.15
C  2.89697  7.06246  -4.98288  -0.16
N  1.51933  3.37925  -2.16265  0.05
H  4.25303  5.30168  -1.65782  0.08
H  4.12370  3.50199  -1.89750  0.05
H  3.42096  4.14095  -0.52533  0.07
H  1.81265  5.33700  -1.55990  0.13
H  1.34984  5.18870  -4.16112  0.10
H  2.95502  4.52342  -4.21655  0.12
H  3.31016  6.40408  -5.74701  0.08
H  3.37350  8.02566  -5.16526  0.09
H  1.88950  7.22382  -5.36637  0.08
H  1.37075  3.05928  -1.21626  0.04
H  0.64226  3.45654  -2.65749  0.07


run one wins, 1.208 eV ahead of the next structure.